# C4H29N2O10S

10 unconnected molecules or ions with the total composition C4H29N2O10S in a non-equilibrium geometry (ωB97M-V with the def2-TZVPD basis set, OMol25).

CARTESIAN COORDINATES (ANGSTROEM)
1 N -1.40 1.51 0.48
2 C -1.36 0.77 -0.80
3 C -2.77 0.46 -1.29
4 S -4.22 1.41 -0.57
5 C -0.48 -0.54 -0.81
6 N 0.55 -0.66 -1.67
7 C 0.53 0.05 -2.97
8 O -0.60 -1.35 0.11
9 H -1.74 0.85 1.22
10 H -2.04 2.31 0.45
11 H -0.49 1.86 0.74
12 H -0.90 1.27 -1.61
13 H -2.98 -0.63 -1.38
14 H -3.00 0.75 -2.30
15 H -4.75 1.63 -1.79
16 H 1.23 -1.37 -1.38
17 H 1.58 -0.16 -3.23
18 H 0.23 1.07 -2.87
19 H 0.03 -0.22 -3.90
20 H -0.58 -4.57 1.11
21 H -0.27 -3.22 0.27
22 O 0.05 -4.11 0.55
23 H 3.28 -4.01 0.65
24 H 1.77 -4.09 0.96
25 O 2.54 -3.44 0.88
26 H 1.00 1.13 2.99
27 H 1.45 2.26 1.92
28 O 0.77 1.66 2.23
29 H 3.24 0.89 0.09
30 H 3.23 0.65 1.60
31 O 2.92 1.25 0.92
32 H 0.61 3.53 -0.85
33 H -0.55 4.49 -0.74
34 O -0.36 3.54 -1.00
35 H -3.19 -3.75 1.27
36 H -4.14 -3.06 0.25
37 O -3.54 -2.91 0.99
38 H 2.77 2.81 0.26
39 H 3.30 4.06 -0.28
40 O 2.54 3.48 -0.44
41 H -2.08 -0.73 2.79
42 H -0.80 -0.47 2.08
43 O -1.43 -0.02 2.69
44 H 2.80 -1.81 0.39
45 H 3.70 -1.41 1.44
46 O 3.54 -1.17 0.52

Calculated total energy in Eh: -1429.65044
M in g mol⁻¹: 297.35
Frontier orbital gap in eV: 10.27
Energy relative to the best compared isomer or geometry (same formula, charge and spin) in kcal per mole: 84.4
Charge: +1

Here is what Löwdin gives for the atomic charges, in e: atom 1 (N): 0.190, atom 2 (C): -0.250, atom 3 (C): -0.437, atom 4 (S): 0.746, atom 5 (C): -0.393, atom 6 (N): 0.073, atom 7 (C): -0.035, atom 8 (O): 0.036, atom 9 (H): 0.109, atom 10 (H): 0.115, atom 11 (H): 0.097, atom 12 (H): 0.080, atom 13 (H): 0.097, atom 14 (H): 0.047, atom 15 (H): -0.116, atom 16 (H): 0.163, atom 17 (H): 0.103, atom 18 (H): 0.069, atom 19 (H): 0.094, atom 20 (H): 0.053, atom 21 (H): 0.030, atom 22 (O): -0.066, atom 23 (H): 0.070, atom 24 (H): 0.053, atom 25 (O): -0.095, atom 26 (H): 0.065, atom 27 (H): 0.034, atom 28 (O): -0.047, atom 29 (H): 0.057, atom 30 (H): 0.061, atom 31 (O): -0.087, atom 32 (H): 0.010, atom 33 (H): 0.094, atom 34 (O): -0.067, atom 35 (H): 0.028, atom 36 (H): 0.042, atom 37 (O): -0.052, atom 38 (H): 0.009, atom 39 (H): 0.065, atom 40 (O): -0.081, atom 41 (H): 0.078, atom 42 (H): 0.042, atom 43 (O): -0.051, atom 44 (H): 0.016, atom 45 (H): 0.050, atom 46 (O): -0.095



# C5H12NO

A molecular structure, C5H12NO in a non-equilibrium geometry (ωB97M-V with the def2-TZVPD basis set, OMol25).

CARTESIAN COORDINATES (ANGSTROEM)
1 C 1.59 -0.93 -0.96
2 C 0.84 -0.46 1.46
3 C -0.80 1.40 -1.06
4 C 0.40 -1.02 0.08
5 C -1.17 0.14 -0.32
6 N -1.90 0.44 0.82
7 O -2.29 -0.52 1.73
8 H 2.56 -1.47 -0.75
9 H 1.26 -1.27 -1.96
10 H 1.90 0.20 -1.08
11 H 1.42 0.56 1.49
12 H -0.08 -0.19 2.00
13 H 1.47 -1.14 1.99
14 H -0.85 2.34 -0.27
15 H 0.31 1.42 -1.45
16 H -1.37 1.70 -1.99
17 H -0.23 -1.88 0.09
18 H -1.71 -0.55 -1.10
19 H -1.33 1.22 1.31

Calculated total energy in Eh: -327.54836
M in g mol⁻¹: 102.16
Frontier orbital gap in eV: 5.41
Energy relative to the best compared isomer or geometry (same formula, charge and spin) in kcal per mole: 92.7
Charge: -1

Here is what Löwdin gives for the atomic charges, in e: atom 1 (C): -0.158, atom 2 (C): -0.153, atom 3 (C): -0.140, atom 4 (C): -0.274, atom 5 (C): -0.370, atom 6 (N): -0.313, atom 7 (O): -0.416, atom 8 (H): 0.052, atom 9 (H): 0.043, atom 10 (H): 0.063, atom 11 (H): 0.093, atom 12 (H): 0.028, atom 13 (H): 0.034, atom 14 (H): 0.104, atom 15 (H): 0.058, atom 16 (H): 0.052, atom 17 (H): 0.065, atom 18 (H): 0.130, atom 19 (H): 0.100



# C22H20N7O5Ti

A molecular structure, C22H20N7O5Ti in a non-equilibrium geometry (ωB97M-V with the def2-TZVPD basis set, OMol25).

CARTESIAN COORDINATES (ANGSTROEM)
1 Ti 0.20 0.58 -0.43
2 O 2.56 0.97 -3.85
3 C 2.03 0.88 -2.67
4 O 0.82 0.99 -2.43
5 C 2.95 0.64 -1.53
6 C 4.33 0.51 -1.51
7 C 4.93 0.26 -0.27
8 C 4.17 0.15 0.88
9 C 2.80 0.31 0.77
10 N 2.24 0.56 -0.41
11 C 1.70 0.23 1.83
12 O 1.83 -0.38 2.86
13 O 0.61 0.81 1.40
14 H 1.90 1.08 -4.55
15 H 4.90 0.60 -2.42
16 H 6.01 0.16 -0.22
17 H 4.62 -0.04 1.85
18 C -4.90 -1.58 -0.53
19 C -3.87 -1.72 -1.46
20 C -2.80 -0.85 -1.46
21 C -2.76 0.19 -0.53
22 C -3.78 0.34 0.40
23 C -4.84 -0.55 0.40
24 N -1.66 1.09 -0.56
25 N -2.00 2.32 -0.36
26 C -0.95 3.19 -0.32
27 C -1.19 4.56 -0.21
28 C -0.11 5.41 -0.13
29 C 1.18 4.87 -0.16
30 C 1.33 3.51 -0.29
31 N 0.30 2.66 -0.39
32 H -5.73 -2.26 -0.54
33 H -3.93 -2.51 -2.20
34 H -2.02 -0.93 -2.21
35 H -3.73 1.15 1.12
36 H -5.64 -0.43 1.12
37 H -2.21 4.91 -0.17
38 H -0.25 6.48 -0.03
39 H 2.05 5.50 -0.08
40 H 2.32 3.07 -0.32
41 C -0.19 -4.67 2.15
42 N -0.22 -3.49 1.30
43 C 0.30 -3.46 -0.06
44 C 0.15 -1.99 -0.36
45 O 0.52 -1.33 -1.36
46 N -0.47 -1.37 0.63
47 C -0.60 -2.26 1.65
48 N -1.08 -1.90 2.82
49 H -0.13 -5.55 1.52
50 H -1.11 -4.74 2.74
51 H 0.67 -4.65 2.82
52 H -0.32 -4.05 -0.74
53 H 1.32 -3.82 -0.12
54 H -1.22 -0.92 2.99
55 H -1.05 -2.51 3.62

Calculated total energy in Eh: -2458.99220
M in g mol⁻¹: 510.31
Frontier orbital gap (spin up / spin down) in eV: 6.64 / 7.11
Multiplicity: 2
Energy relative to the best compared isomer or geometry (same formula, charge and spin) in kcal per mole: 0.0
Charge: +2
<S²>: 0.779

Here is what Löwdin gives for the atomic charges, in e: atom 1 (Ti): 1.141, atom 2 (O): 0.234, atom 3 (C): -0.404, atom 4 (O): 0.032, atom 5 (C): -0.143, atom 6 (C): 0.075, atom 7 (C): 0.031, atom 8 (C): 0.078, atom 9 (C): -0.112, atom 10 (N): 0.028, atom 11 (C): -0.524, atom 12 (O): 0.145, atom 13 (O): -0.133, atom 14 (H): 0.176, atom 15 (H): 0.142, atom 16 (H): 0.135, atom 17 (H): 0.144, atom 18 (C): -0.050, atom 19 (C): -0.055, atom 20 (C): -0.032, atom 21 (C): -0.261, atom 22 (C): -0.011, atom 23 (C): -0.049, atom 24 (N): -0.069, atom 25 (N): 0.153, atom 26 (C): -0.284, atom 27 (C): 0.052, atom 28 (C): -0.001, atom 29 (C): -0.002, atom 30 (C): -0.070, atom 31 (N): 0.019, atom 32 (H): 0.117, atom 33 (H): 0.116, atom 34 (H): 0.116, atom 35 (H): 0.117, atom 36 (H): 0.118, atom 37 (H): 0.135, atom 38 (H): 0.131, atom 39 (H): 0.126, atom 40 (H): 0.123, atom 41 (C): 0.017, atom 42 (N): -0.058, atom 43 (C): 0.021, atom 44 (C): -0.431, atom 45 (O): -0.013, atom 46 (N): 0.131, atom 47 (C): -0.342, atom 48 (N): 0.278, atom 49 (H): 0.106, atom 50 (H): 0.103, atom 51 (H): 0.109, atom 52 (H): 0.162, atom 53 (H): 0.158, atom 54 (H): 0.139, atom 55 (H): 0.136



# C27H34N4O3

C27H34N4O3 in the gas phase in a non-equilibrium geometry (ωB97M-V with the def2-TZVPD basis set, OMol25).

CARTESIAN COORDINATES (ANGSTROEM)
1 C 1.86 4.57 -1.26
2 O 2.18 3.51 -2.14
3 C 1.29 2.49 -2.28
4 C 0.10 2.37 -1.56
5 C -0.73 1.29 -1.79
6 C -0.40 0.32 -2.73
7 C -1.28 -0.80 -2.95
8 N -1.11 -1.73 -3.85
9 O -2.17 -2.58 -3.70
10 C -2.91 -2.09 -2.70
11 C -4.16 -2.78 -2.30
12 C -4.81 -2.15 -1.06
13 C -4.08 -2.58 0.21
14 O -4.47 -3.50 0.90
15 N -2.99 -1.84 0.50
16 C -2.11 -2.20 1.59
17 C -1.08 -3.26 1.18
18 C 0.06 -2.67 0.34
19 N 0.78 -1.61 1.02
20 C 1.64 -0.89 0.09
21 C 2.28 0.32 0.76
22 C 3.13 -0.14 1.95
23 C 3.86 1.01 2.65
24 C 2.94 2.10 3.14
25 C 2.32 2.01 4.38
26 C 1.46 3.01 4.82
27 C 1.21 4.11 4.02
28 C 1.83 4.21 2.78
29 C 2.69 3.21 2.35
30 C 2.21 -0.93 2.88
31 C 1.57 -2.09 2.14
32 N -2.41 -1.01 -2.20
33 C 0.79 0.45 -3.45
34 C 1.62 1.52 -3.22
35 H 2.71 5.25 -1.31
36 H 1.74 4.21 -0.24
37 H 0.95 5.09 -1.58
38 H -0.19 3.11 -0.83
39 H -1.65 1.19 -1.24
40 H -3.95 -3.84 -2.13
41 H -4.85 -2.73 -3.15
42 H -4.81 -1.07 -1.16
43 H -5.84 -2.51 -0.98
44 H -2.65 -1.20 -0.20
45 H -2.74 -2.60 2.38
46 H -1.60 -1.30 1.94
47 H -1.58 -4.04 0.60
48 H -0.68 -3.73 2.08
49 H 0.74 -3.49 0.04
50 H -0.36 -2.24 -0.57
51 H 2.43 -1.55 -0.32
52 H 1.02 -0.55 -0.75
53 H 1.50 0.99 1.11
54 H 2.90 0.85 0.03
55 H 3.90 -0.83 1.57
56 H 4.58 1.44 1.95
57 H 4.41 0.60 3.50
58 H 2.53 1.17 5.02
59 H 0.99 2.93 5.79
60 H 0.54 4.88 4.35
61 H 1.65 5.08 2.16
62 H 3.18 3.30 1.39
63 H 1.42 -0.27 3.25
64 H 2.77 -1.31 3.74
65 H 2.36 -2.79 1.79
66 H 0.92 -2.63 2.82
67 H 1.04 -0.31 -4.18
68 H 2.55 1.63 -3.77

Calculated total energy in Eh: -1494.01611
M in g mol⁻¹: 462.59
Frontier orbital gap in eV: 9.20
Energy relative to the best compared isomer or geometry (same formula, charge and spin) in kcal per mole: 34.4

Here is what Löwdin gives for the atomic charges, in e: atom 1 (C): -0.075, atom 2 (O): -0.075, atom 3 (C): -0.276, atom 4 (C): -0.010, atom 5 (C): -0.020, atom 6 (C): -0.194, atom 7 (C): -0.306, atom 8 (N): 0.142, atom 9 (O): 0.053, atom 10 (C): -0.326, atom 11 (C): -0.080, atom 12 (C): -0.090, atom 13 (C): -0.516, atom 14 (O): 0.058, atom 15 (N): 0.071, atom 16 (C): -0.171, atom 17 (C): -0.155, atom 18 (C): -0.201, atom 19 (N): -0.164, atom 20 (C): -0.183, atom 21 (C): -0.142, atom 22 (C): -0.318, atom 23 (C): -0.118, atom 24 (C): -0.237, atom 25 (C): -0.048, atom 26 (C): -0.081, atom 27 (C): -0.095, atom 28 (C): -0.090, atom 29 (C): -0.058, atom 30 (C): -0.145, atom 31 (C): -0.187, atom 32 (N): 0.184, atom 33 (C): -0.015, atom 34 (C): 0.009, atom 35 (H): 0.099, atom 36 (H): 0.066, atom 37 (H): 0.102, atom 38 (H): 0.108, atom 39 (H): 0.113, atom 40 (H): 0.139, atom 41 (H): 0.132, atom 42 (H): 0.117, atom 43 (H): 0.122, atom 44 (H): 0.097, atom 45 (H): 0.119, atom 46 (H): 0.116, atom 47 (H): 0.116, atom 48 (H): 0.099, atom 49 (H): 0.127, atom 50 (H): 0.104, atom 51 (H): 0.133, atom 52 (H): 0.094, atom 53 (H): 0.120, atom 54 (H): 0.120, atom 55 (H): 0.145, atom 56 (H): 0.119, atom 57 (H): 0.120, atom 58 (H): 0.113, atom 59 (H): 0.102, atom 60 (H): 0.099, atom 61 (H): 0.097, atom 62 (H): 0.105, atom 63 (H): 0.116, atom 64 (H): 0.120, atom 65 (H): 0.131, atom 66 (H): 0.112, atom 67 (H): 0.117, atom 68 (H): 0.121